This record from the Open Molecules 2025 dataset describes a 2-piece molecular cluster, C8H17N overall. The level of theory is the ωB97M-V functional and the def2-TZVPD basis.

```
26
Properties=species:S:1:pos:R:3:lowdin_charge:R:1
C -1.477 -0.425 -1.388 -0.10
C -2.534 -1.506 0.477 -0.10
N -1.348 -0.827 -0.003 -0.25
C -0.934 0.126 0.938 -0.25
C -1.029 1.442 0.862 0.01
H -0.579 -0.346 1.849 0.11
H -0.738 0.338 -1.610 0.04
H -2.475 -0.036 -1.629 0.09
H -1.289 -1.299 -2.017 0.09
H -2.363 -1.874 1.492 0.08
H -3.412 -0.839 0.491 0.09
H -2.752 -2.359 -0.172 0.08
H -1.420 1.944 -0.007 0.06
H -0.670 2.070 1.653 0.05
C 1.973 -1.101 -0.095 -0.06
C 2.163 1.206 0.964 -0.08
C 1.825 0.385 -0.242 -0.44
C 1.490 0.942 -1.397 -0.01
H 1.856 -1.402 0.941 0.07
H 2.961 -1.404 -0.425 0.08
H 1.237 -1.623 -0.698 0.07
H 1.852 2.238 0.836 0.07
H 3.243 1.188 1.121 0.08
H 1.692 0.802 1.858 0.07
H 1.400 2.010 -1.510 0.07
H 1.327 0.352 -2.286 0.07
```

Charge: 0
ΔE to the lowest compared entry with this formula, charge and spin in eV: 1.543
SMILES: C=CN(C)C.C=C(C)C

***

This record from the Open Molecules 2025 dataset describes a 2-piece molecular cluster, C4H9O2 overall in a non-equilibrium geometry. The level of theory is the ωB97M-V functional and the def2-TZVPD basis.

```
15
Properties=species:S:1:pos:R:3:lowdin_charge:R:1
C -0.917 -1.064 -1.958 -0.15
C -1.586 -2.273 -1.221 -0.16
H -1.701 -0.365 -2.231 0.05
H -0.193 -0.681 -1.240 0.03
H -0.339 -1.367 -2.829 0.05
H -2.670 -2.215 -1.307 0.04
H -1.292 -2.233 -0.179 0.05
H -1.307 -3.237 -1.648 0.05
C -0.476 1.472 0.738 -0.07
C 0.919 0.850 0.981 -0.80
O 1.353 1.004 2.145 -0.11
O 1.506 0.388 -0.024 -0.11
H -0.302 2.560 0.735 0.06
H -1.239 1.315 1.492 0.05
H -0.861 1.331 -0.270 0.03
```

Charge: -1
ΔE to the lowest compared entry with this formula, charge and spin in eV: 0.350

***

This record from the Open Molecules 2025 dataset describes C32H96AlF3O16 as an isolated structure in a non-equilibrium geometry. The level of theory is the ωB97M-V functional and the def2-TZVPD basis.

```
148
Properties=species:S:1:pos:R:3:lowdin_charge:R:1
Al -0.070 0.065 0.239 1.57
F -0.092 -2.598 -1.053 -0.41
F -1.681 1.549 -1.835 -0.41
F 0.801 0.977 3.028 -0.40
C 4.423 -4.526 -2.237 -0.08
C 2.914 -4.308 -2.344 -0.29
O 2.454 -3.699 -1.150 -0.11
H 4.722 -5.068 -1.340 0.07
H 5.027 -3.619 -2.208 0.06
H 4.767 -5.038 -3.136 0.07
H 2.333 -5.204 -2.563 0.12
H 2.848 -3.594 -3.165 0.10
H 1.531 -3.435 -1.143 0.02
C -0.825 -1.571 -5.268 -0.08
C -0.498 -2.919 -4.579 -0.27
O -1.392 -2.981 -3.469 -0.11
H -0.049 -1.340 -5.997 0.07
H -0.679 -0.739 -4.580 0.06
H -1.810 -1.547 -5.735 0.07
H 0.532 -2.991 -4.228 0.09
H -0.678 -3.772 -5.232 0.11
H -0.893 -2.743 -2.685 0.02
C -2.480 -2.321 3.974 -0.07
C -1.733 -1.019 3.749 -0.31
O -2.077 -0.642 2.441 -0.11
H -2.155 -2.786 4.905 0.08
H -2.107 -3.098 3.306 0.07
H -3.564 -2.226 3.911 0.08
H -0.657 -1.178 3.822 0.09
H -2.041 -0.294 4.502 0.11
H -3.016 -0.441 2.473 0.10
C -3.483 -2.785 0.353 -0.06
C -3.795 -1.786 -0.711 -0.32
O -2.974 -0.678 -0.522 -0.10
H -2.418 -3.013 0.384 0.07
H -4.015 -3.719 0.169 0.08
H -3.702 -2.467 1.373 0.05
H -4.826 -1.435 -0.694 0.13
H -3.595 -2.186 -1.705 0.11
H -3.267 -0.048 -1.184 0.05
C -1.357 3.904 2.794 -0.07
C -2.095 2.581 2.709 -0.29
O -1.917 2.144 1.369 -0.10
H -1.390 4.361 3.783 0.07
H -1.689 4.595 2.020 0.07
H -0.300 3.773 2.562 0.05
H -3.132 2.596 3.043 0.12
H -1.691 1.932 3.486 0.08
H -2.489 2.653 0.789 0.05
C 0.441 3.413 -6.004 -0.07
C -0.647 2.632 -5.271 -0.32
O -0.220 2.433 -3.970 -0.09
H 0.450 4.383 -5.507 0.08
H 0.321 3.512 -7.083 0.07
H 1.454 3.019 -5.925 0.06
H -0.840 1.693 -5.791 0.11
H -1.582 3.191 -5.300 0.11
H -0.954 2.177 -3.408 0.03
C -4.293 4.177 -2.816 -0.08
C -3.797 4.589 -1.496 -0.35
O -3.383 3.457 -0.831 -0.10
H -3.488 3.931 -3.508 0.07
H -4.939 4.893 -3.324 0.08
H -4.862 3.263 -2.645 0.09
H -4.544 5.053 -0.851 0.12
H -2.968 5.294 -1.548 0.11
H -2.729 3.019 -1.381 0.02
C -4.827 -0.784 -4.841 -0.07
C -3.876 -0.182 -3.827 -0.33
O -3.382 1.102 -4.140 -0.07
H -5.691 -0.153 -5.049 0.07
H -5.186 -1.735 -4.446 0.08
H -4.362 -0.902 -5.820 0.07
H -3.090 -0.936 -3.781 0.08
H -4.296 -0.101 -2.825 0.09
H -2.874 1.387 -3.377 0.02
C 2.190 4.907 4.399 -0.07
C 2.761 3.516 3.988 -0.27
O 2.233 3.161 2.707 -0.13
H 1.104 4.819 4.426 0.05
H 2.527 5.727 3.764 0.07
H 2.589 5.123 5.390 0.07
H 2.422 2.793 4.731 0.10
H 3.849 3.567 3.949 0.10
H 1.617 2.437 2.844 0.00
C 3.169 0.998 -3.732 -0.07
C 2.186 -0.029 -3.295 -0.27
O 1.099 0.567 -2.504 -0.12
H 3.627 1.483 -2.870 0.07
H 2.648 1.752 -4.321 0.06
H 3.972 0.566 -4.330 0.09
H 2.648 -0.848 -2.743 0.10
H 1.787 -0.502 -4.193 0.10
H 0.718 1.153 -3.162 0.01
C 0.208 4.472 -0.834 -0.05
C 1.490 3.606 -0.828 -0.28
O 1.471 2.690 0.212 -0.10
H -0.042 4.921 0.127 0.07
H -0.673 3.939 -1.191 0.05
H 0.354 5.341 -1.476 0.07
H 2.363 4.255 -0.757 0.12
H 1.623 3.005 -1.728 0.10
H 1.813 3.101 1.009 0.04
C 0.994 -3.903 3.781 -0.08
C 0.910 -3.575 2.314 -0.24
O 0.853 -2.120 2.183 -0.14
H 1.929 -3.565 4.230 0.08
H 1.107 -4.987 3.816 0.08
H 0.186 -3.578 4.436 0.07
H 0.070 -4.082 1.839 0.11
H 1.862 -3.912 1.905 0.12
H 1.524 -1.830 2.806 0.02
C -0.334 1.954 7.720 -0.08
C -0.302 1.881 6.190 -0.29
O -0.003 0.528 5.770 -0.10
H -1.159 1.406 8.175 0.07
H -0.394 2.980 8.084 0.07
H 0.602 1.591 8.144 0.07
H 0.539 2.502 5.880 0.09
H -1.225 2.231 5.727 0.10
H 0.202 0.604 4.835 0.01
C -1.437 -7.379 -1.860 -0.09
C -1.422 -5.868 -1.763 -0.33
O -0.476 -5.405 -0.811 -0.09
H -1.715 -7.765 -0.879 0.07
H -0.458 -7.840 -1.995 0.07
H -2.158 -7.679 -2.620 0.08
H -2.414 -5.446 -1.601 0.11
H -1.142 -5.470 -2.739 0.09
H -0.448 -4.446 -0.778 0.01
C 4.006 0.737 0.596 -0.07
C 4.039 -0.760 0.208 -0.25
O 2.691 -1.095 -0.160 -0.12
H 3.468 0.973 1.514 0.05
H 3.639 1.320 -0.249 0.06
H 5.036 1.048 0.771 0.08
H 4.454 -1.348 1.027 0.11
H 4.722 -0.943 -0.621 0.11
H 2.741 -2.036 -0.346 0.04
C 4.811 0.429 4.017 -0.08
C 3.717 -0.493 4.511 -0.27
O 2.855 -0.864 3.448 -0.11
H 5.289 -0.041 3.158 0.07
H 5.485 0.614 4.853 0.08
H 4.539 1.423 3.662 0.05
H 3.093 0.053 5.218 0.11
H 4.223 -1.335 4.985 0.12
H 2.198 -0.168 3.381 0.03
```

Charge: 0

***

Table of E_tot (a.u.), in record order: -369.6974 -308.3320 -3022.3715
Table of LUMO level (eV), in record order: 0.993 3.997 -5.703
Table of orbital gap (eV), in record order: 9.1343 7.8997 3.5570